Entry A
# CHNOS

CHNOS in the gas phase (wB97M-V/def2-TZVPD, the OMol25 dataset).

```
5
CHNOS, DFT wB97M-V/def2-TZVPD
C 1.0721 -0.1136 0.0584
N 1.9898 0.5521 0.1634
O -1.2950 0.1653 0.1966
S -0.2474 -1.0532 0.3824
H -1.5195 0.4494 -0.8007
```

Summary:
- SMILES = N#CSO
- charge = 0
- orbital gap (eV) = 9.5314

***

Entry B
# CHNOS

2 unconnected molecules or ions with the total composition CHNOS (wB97M-V/def2-TZVPD, the OMol25 dataset).

```
5
CHNOS, DFT wB97M-V/def2-TZVPD
C -1.1692 0.5185 0.2146
N -1.5960 0.2423 1.2295
O 1.3793 -0.6743 -0.9752
S 2.0810 -0.8018 0.3034
H -0.6950 0.7153 -0.7723
```

Summary:
- SMILES = C#N.O=S
- charge = 0
- orbital gap (spin up / spin down) (eV) = 7.8247 / 7.7672

***

Which one sits at the bottom of the stability order? entry B does.

***

Entry A
# C2H5NOS

C2H5NOS in the gas phase (wB97M-V/def2-TZVPD, the OMol25 dataset).

```
10
C2H5NOS, DFT wB97M-V/def2-TZVPD
C 0.0903 0.7468 0.3958
C 0.9149 -0.2165 -0.3027
N -1.3837 0.2114 0.4133
O 0.2934 -1.1882 -1.0918
S 0.6255 2.0247 1.2108
H 1.7487 0.2021 -0.9004
H 1.3936 -0.8195 0.6162
H -1.4565 -0.1116 -0.4979
H -2.0392 0.9385 0.5704
H -0.1871 -1.7875 -0.4137
```

Summary:
- SMILES = NC(=S)CO
- charge = 0
- orbital gap (eV) = 8.9104

***

Entry B
# C2H5NOS

A molecular structure, C2H5NOS (wB97M-V/def2-TZVPD, the OMol25 dataset).

```
10
C2H5NOS, DFT wB97M-V/def2-TZVPD
C -0.8426 -1.1044 0.6854
C -0.5993 1.0965 -0.2760
H -0.7170 -2.2871 0.4475
H -2.0155 -0.8895 0.1947
H -0.8717 -0.9219 1.8542
H 1.9340 -0.9791 -1.1495
H 0.1776 2.2142 -0.1203
N -0.0164 -0.1440 -0.1085
O -1.7965 1.3335 -0.3889
S 1.5394 -0.4218 0.0117
```

Summary:
- charge = 0
- orbital gap (eV) = 10.3060

***

Entry C
# C2H5NOS

C2H5NOS in the gas phase (wB97M-V/def2-TZVPD, the OMol25 dataset).

```
10
C2H5NOS, DFT wB97M-V/def2-TZVPD
C 1.1876 0.8142 0.0129
C 0.1118 -0.3668 -0.1804
H 1.3548 1.0561 1.3019
H 2.2374 0.4030 -0.6467
H 0.6169 1.7220 -0.3307
H -1.6380 0.9710 0.2230
H -1.5947 -1.8092 -0.4405
N -1.0749 0.0491 -0.0767
O -2.0245 -0.9782 0.0955
S 0.8237 -1.8614 0.0417
```

Summary:
- SMILES = CC(=S)NO
- charge = 0
- orbital gap (eV) = 8.7865

***

Entry D
# C2H5NOS

A molecular structure, C2H5NOS (wB97M-V/def2-TZVPD, the OMol25 dataset).

```
10
C2H5NOS, DFT wB97M-V/def2-TZVPD
C -1.6691 -0.5046 0.0672
C 0.3829 0.5559 -0.0154
H -1.9575 0.1252 -0.7397
H -2.0973 -1.4287 -0.0345
H -1.6805 0.1430 1.0527
H -0.3058 1.4412 -0.2261
H 3.5150 0.1027 0.1399
N 1.5727 0.8902 -0.0516
O -0.2283 -0.6396 -0.1779
S 2.4679 -0.6854 -0.0145
```

Summary:
- charge = 0
- orbital gap (eV) = 9.6902

***

Which one sits at the bottom of the stability order? entry C does.

***

Entry A
# C2H5NOS

A molecular structure, C2H5NOS (wB97M-V/def2-TZVPD, the OMol25 dataset).

```
10
C2H5NOS, DFT wB97M-V/def2-TZVPD
C 2.1105 -0.8558 0.0412
C 0.5361 0.8821 0.1038
H 3.3010 -1.0382 -0.7368
H 0.8020 -1.7786 -0.2964
H 1.9982 -0.7234 1.3367
H 0.0742 1.9434 0.2201
H -2.3851 -1.2620 0.4317
N -0.2527 -0.2344 0.0017
O 1.8413 0.6308 -0.1156
S -2.0395 -0.0441 -0.0571
```

Summary:
- charge = 0
- orbital gap (eV) = 9.1830

***

Entry B
# C2H5NOS

C2H5NOS in the gas phase (wB97M-V/def2-TZVPD, the OMol25 dataset).

```
10
C2H5NOS, DFT wB97M-V/def2-TZVPD
C -2.7013 -0.3456 0.1631
C 0.7815 0.5023 0.0907
H -3.5152 0.3521 0.4800
H -2.4147 -1.0779 0.9236
H -2.9294 -0.9073 -0.7175
H -0.3794 -1.0976 -0.4118
H 0.7036 1.5601 0.4979
N -0.3898 -0.1504 -0.0639
O -1.6436 0.5395 -0.2410
S 2.2457 -0.1895 0.0051
```

Summary:
- SMILES = CONC=S
- charge = 0
- orbital gap (eV) = 9.2304

***

Which one sits at the bottom of the stability order? entry A does.

***

Entry A
# C3H8NO3

2 unconnected molecules or ions with the total composition C3H8NO3 (wB97M-V/def2-TZVPD, the OMol25 dataset).

```
15
C3H8NO3, DFT wB97M-V/def2-TZVPD
C -0.0835 0.5013 1.6646
N 0.5769 -0.7976 1.4497
C 0.2027 -1.3539 0.1315
C 0.6376 -0.5733 -1.0982
O 0.0312 -0.8609 -2.1540
O 1.5122 0.3050 -0.9571
H -0.0989 1.1384 0.7822
H 0.3635 1.0650 2.4827
H -1.1226 0.2476 1.9018
H 1.5789 -0.6464 1.4145
H -0.8650 -1.5890 0.1203
H 0.6150 -2.3702 0.2260
H -0.8683 1.9988 -2.6429
H -1.0532 1.0535 -1.4756
O -1.4266 1.8815 -1.8456
```

Summary:
- charge = -1
- orbital gap (eV) = 8.4609

***

Entry B
# C3H8NO3

2 unconnected molecules or ions with the total composition C3H8NO3 (wB97M-V/def2-TZVPD, the OMol25 dataset).

```
15
C3H8NO3, DFT wB97M-V/def2-TZVPD
O -2.2223 -0.1507 1.5884
C -1.2138 -0.1201 0.8319
N -1.4279 0.0419 -0.6972
C -0.5159 0.8423 -1.2686
O 1.0334 0.5764 -0.8440
C -0.3301 -1.4628 0.9258
H -0.3292 0.6040 0.8462
H -0.3818 0.9883 -2.3441
H -0.4184 1.8076 -0.7302
H -0.9594 -2.2992 0.6185
H 0.0688 -1.6573 1.9249
H 0.4928 -1.3559 0.2493
H 2.0543 0.4020 -0.6399
H 3.4641 -0.1917 0.2464
O 3.5217 0.3750 -0.5337
```

Summary:
- charge = -1
- orbital gap (eV) = 5.5149

***

Entry C
# C3H8NO3

2 unconnected molecules or ions with the total composition C3H8NO3 (wB97M-V/def2-TZVPD, the OMol25 dataset).

```
15
C3H8NO3, DFT wB97M-V/def2-TZVPD
C 0.1645 -0.8546 -0.1843
N 0.9041 -0.3807 0.9914
C 0.1566 -0.2454 2.2236
O -0.9919 -0.7633 2.2012
O 0.7325 0.3712 3.1387
C 0.8896 -0.3102 -1.3946
H 0.1040 -1.9462 -0.2290
H -0.8696 -0.4970 -0.1153
H 1.7789 0.1109 0.9087
H 1.9118 -0.6157 -1.6349
H 0.8156 0.7839 -1.3602
H 0.3146 -0.6640 -2.2885
H -2.6931 1.7602 -0.4743
H -1.2069 1.6284 -0.6318
O -2.0107 1.6227 -1.1505
```

Summary:
- charge = -1
- orbital gap (eV) = 7.6374

***

Entry D
# C3H8NO3

2 unconnected molecules or ions with the total composition C3H8NO3 (wB97M-V/def2-TZVPD, the OMol25 dataset).

```
15
C3H8NO3, DFT wB97M-V/def2-TZVPD
O 1.7075 -1.1930 1.0419
C 1.8682 -0.1704 1.7291
O 1.2559 0.9298 1.6632
H 2.6745 -0.2502 2.4959
C -1.4413 -0.9558 0.0758
N -0.8517 0.3521 -0.1385
C -0.3239 0.5409 -1.4568
O 0.0074 1.8833 -1.7040
H -2.2947 -1.1307 -0.5965
H -1.7597 -1.0436 1.1212
H -0.7233 -1.7695 -0.0584
H -0.0611 0.4637 0.5398
H 0.5719 -0.1080 -1.5931
H -1.0490 0.1961 -2.2006
H 0.4193 2.2552 -0.9190
```

Summary:
- charge = -1
- orbital gap (eV) = 8.5586

***

Which one sits at the bottom of the stability order? entry B does.

***

Entry A
# C3H8NO3

A molecular structure, C3H8NO3 (wB97M-V/def2-TZVPD, the OMol25 dataset).

```
15
C3H8NO3, DFT wB97M-V/def2-TZVPD
C 0.1539 -0.0071 -0.6463
N -1.1022 0.7269 -0.3245
C -0.9162 1.5735 0.8051
O -0.0106 1.7185 1.6236
O -1.9552 2.4779 0.8722
C 0.4156 -1.1543 0.3512
H 0.0280 -0.5176 -1.6014
H 0.9803 0.7041 -0.6060
H -1.3847 0.4414 0.8392
H 0.4624 -0.7102 1.3454
H 1.3307 -1.6660 0.0341
H -0.3637 -1.9238 0.3968
H -1.8283 3.0147 1.6783
H 2.1504 -2.4295 -2.8624
O 2.0397 -2.2486 -1.9053
```

Summary:
- charge = -1
- orbital gap (eV) = 5.5443

***

Entry B
# C3H8NO3

2 unconnected molecules or ions with the total composition C3H8NO3 (wB97M-V/def2-TZVPD, the OMol25 dataset).

```
15
C3H8NO3, DFT wB97M-V/def2-TZVPD
C -0.3727 0.6209 0.6294
N 0.1205 -0.7492 0.6676
C 1.3704 -1.0087 1.4072
O 2.1544 -0.0370 1.4622
O 1.4574 -2.1598 1.8705
C -1.5384 0.6302 -0.3888
H -0.6337 1.0643 1.6022
H 0.4330 1.2779 0.3032
H -0.5999 -1.3877 0.9986
H -1.5646 -0.3107 -0.9117
H -1.5200 1.4841 -1.0791
H -2.4864 0.8951 0.1058
H 1.5078 -0.3901 -1.6751
H 0.3581 0.0070 -2.4799
O 1.3142 0.0636 -2.5119
```

Summary:
- charge = -1
- orbital gap (eV) = 8.0145

***

Which one sits at the bottom of the stability order? entry A does.

***

Entry A
# C3H8NO3

2 unconnected molecules or ions with the total composition C3H8NO3 (wB97M-V/def2-TZVPD, the OMol25 dataset).

```
15
C3H8NO3, DFT wB97M-V/def2-TZVPD
C 1.1343 0.5175 -1.0547
N -0.0766 -0.2048 -1.2046
C -0.9631 -0.7239 -0.1527
O -0.8079 -0.2889 0.9752
O -1.7157 -1.5766 -0.6020
C 2.3935 -0.3281 -0.4990
H 1.5163 0.9320 -2.0070
H 0.8181 1.4772 -0.3211
H -0.2711 -0.4728 -2.1177
H 1.8714 -0.8873 0.3019
H 3.2637 0.2056 0.0103
H 2.7273 -1.1594 -1.1669
H -0.5730 1.3599 1.4789
H -1.0850 1.8040 2.8211
O -0.3663 2.0383 2.0857
```

Summary:
- charge = -1
- orbital gap (eV) = 8.3873

***

Entry B
# C3H8NO3

3 unconnected molecules or ions with the total composition C3H8NO3 (wB97M-V/def2-TZVPD, the OMol25 dataset).

```
15
C3H8NO3, DFT wB97M-V/def2-TZVPD
C 0.4398 -0.3491 -0.2675
N 1.0905 -0.5175 0.9139
C 0.3421 -0.9095 1.9833
O -0.7931 -1.3497 2.0319
O 0.1338 3.0596 -0.0486
C -0.6417 0.6456 -0.3922
H 1.1835 -0.2309 -1.0465
H -0.1533 -1.3913 -0.5141
H 0.9159 -0.8362 2.9203
H -1.4271 0.5353 0.3598
H -1.0809 0.6145 -1.3900
H -0.0880 1.7097 -0.2041
H 0.9903 3.0768 0.3912
H -0.5504 -2.4100 -2.6550
O -0.3615 -1.6472 -2.0825
```

Summary:
- charge = -1
- orbital gap (eV) = 5.9518

***

Which one sits at the bottom of the stability order? entry B does.

***

Entry A
# C5H13N3O

A molecular structure, C5H13N3O (wB97M-V/def2-TZVPD, the OMol25 dataset).

```
22
C5H13N3O, DFT wB97M-V/def2-TZVPD
C -0.2211 2.1258 0.8976
N -1.2702 1.7340 0.1316
C 0.6521 0.7455 1.8426
C -0.1379 -0.0322 2.5895
H -1.0804 1.1542 -0.7166
H -2.1132 1.4806 0.6286
H -0.4703 2.7975 1.7178
H 0.6392 2.4596 0.3255
H 1.5530 1.1528 2.2983
H -1.0709 -0.4195 2.1941
H 0.1475 -0.3897 3.5722
C 1.4170 -0.1670 -0.8004
N 0.2080 -2.0401 -1.6976
C 0.2846 -0.6782 -1.5511
N -0.9793 -2.6856 -2.0963
O -0.6714 0.0211 -1.9492
H 0.8739 -2.6408 -1.2393
H -1.0500 -2.6265 -3.1098
H -1.7614 -2.1444 -1.7302
H 1.0430 0.1815 0.5824
H 2.2713 -0.8358 -0.7305
H 1.7365 0.8075 -1.1593
```

Summary:
- charge = 0
- orbital gap (eV) = 8.1518

***

Entry B
# C5H13N3O

2 unconnected molecules or ions with the total composition C5H13N3O (wB97M-V/def2-TZVPD, the OMol25 dataset).

```
22
C5H13N3O, DFT wB97M-V/def2-TZVPD
C -2.0946 0.2033 1.0689
C -1.4673 0.5578 -1.7393
C -1.0453 -0.5897 -0.8765
N -1.3525 -0.7922 0.3389
H -0.5352 -1.4092 -1.3717
H -1.6798 1.2112 0.9575
H -3.1349 0.2353 0.7315
H -2.0910 -0.0758 2.1230
H -1.2129 0.3788 -2.7795
H -2.5383 0.7386 -1.6467
H -0.9516 1.4581 -1.4013
C 2.1171 -1.6041 0.2885
C 1.6486 -0.1886 0.3904
N 1.2161 0.2327 1.6090
O 1.3599 1.9104 -0.4542
N 1.7378 0.5466 -0.6598
H 1.7379 2.3498 -1.2249
H 0.7959 1.1490 1.6264
H 0.7956 -0.4529 2.2131
H 1.3026 -2.2805 0.5416
H 2.9367 -1.7679 0.9867
H 2.4552 -1.8106 -0.7215
```

Summary:
- SMILES = C/C(N)=N/O.C/C=N\C
- charge = 0
- orbital gap (eV) = 9.5308

***

Which one sits at the bottom of the stability order? entry A does.

***

Entry A
# C5H13N3O

2 unconnected molecules or ions with the total composition C5H13N3O (wB97M-V/def2-TZVPD, the OMol25 dataset).

```
22
C5H13N3O, DFT wB97M-V/def2-TZVPD
C 2.6682 0.5338 0.0726
C 1.2326 0.3776 0.5099
N 0.7808 1.3541 1.4041
O 0.8582 -2.1830 0.3545
N 0.8836 -0.8939 0.8485
H 0.7782 -2.2182 -0.6257
H -0.0370 1.0421 1.9094
H 1.4686 1.9937 1.7685
H 2.8248 1.5102 -0.3887
H 3.3238 0.3914 0.9298
H 2.9319 -0.2222 -0.6629
C -2.4181 0.5449 0.1693
C -1.3310 -0.3450 -0.3806
N -0.2385 0.4223 -0.9793
C -1.6758 -1.5852 -0.8237
H -0.4870 1.3564 -1.2861
H 0.2373 -0.1134 -1.7001
H -2.0139 1.3369 0.7992
H -3.1332 -0.0457 0.7379
H -2.9933 0.9905 -0.6466
H -2.6205 -2.0391 -0.5778
H -1.0398 -2.2082 -1.4322
```

Summary:
- SMILES = C/C(N)=N\O.C=C(C)N
- charge = 0
- orbital gap (eV) = 7.4864

***

Entry B
# C5H13N3O

2 unconnected molecules or ions with the total composition C5H13N3O (wB97M-V/def2-TZVPD, the OMol25 dataset).

```
22
C5H13N3O, DFT wB97M-V/def2-TZVPD
C -1.5807 -0.0839 -0.9172
N -0.8855 -0.2187 0.3441
C 1.3922 -1.4975 -0.0975
C 1.1918 -2.1218 -1.2570
O 1.2341 -2.0800 1.1273
H 0.7847 -2.9268 1.0056
H -1.3473 -0.8610 0.9739
H -2.5061 0.4980 -0.8393
H -1.8536 -1.0781 -1.2742
H -0.9178 0.3812 -1.6429
H 1.3757 -1.6257 -2.1915
H 0.8342 -3.1372 -1.3134
C -0.1001 2.6549 -0.5819
N 0.0148 0.4996 2.3713
C -0.2573 0.8818 1.0632
N 0.1081 2.0285 0.6930
H 0.6110 1.1729 2.8306
H 0.3642 -0.4497 2.4578
H 1.9516 -0.5709 -0.0050
H 0.4483 2.1454 -1.3820
H 0.2937 3.6701 -0.5017
H -1.1559 2.7190 -0.8631
```

Summary:
- SMILES = C/N=C(/N)NC.C=CO
- charge = 0
- orbital gap (eV) = 9.1400

***

Entry C
# C5H13N3O

2 unconnected molecules or ions with the total composition C5H13N3O (wB97M-V/def2-TZVPD, the OMol25 dataset).

```
22
C5H13N3O, DFT wB97M-V/def2-TZVPD
C 0.1223 -1.0089 1.3568
C 0.0106 -0.5833 2.7990
C -0.4727 1.2896 -0.4656
N 0.8685 1.4675 -0.2223
N 1.4583 -1.0311 0.8386
O -1.2253 2.2612 -0.3932
H -0.2346 -2.0456 1.2806
H 1.1195 2.3700 0.1549
H 1.4536 0.6714 0.0364
H 1.6309 -1.7341 0.1314
H 2.2058 -0.9717 1.5181
H -0.8968 -0.1581 3.2273
H 0.1563 -1.5089 3.3718
H 0.7040 0.1268 3.2598
C -0.3553 0.3705 -3.1135
C -0.8942 0.1937 -1.7362
N -1.9957 -0.3781 -1.5579
H -2.3778 -0.1875 -0.6238
H -0.6602 -0.2762 0.5777
H -1.0597 0.0177 -3.8658
H -0.0686 1.3974 -3.3335
H 0.5109 -0.2822 -3.2405
```

Summary:
- SMILES = [H]/N=C(/C)C(N)=O.CCN
- charge = 0
- orbital gap (eV) = 9.6305

***

Entry D
# C5H13N3O

C5H13N3O in the gas phase (wB97M-V/def2-TZVPD, the OMol25 dataset).

```
22
C5H13N3O, DFT wB97M-V/def2-TZVPD
C -1.4603 0.3446 1.1449
C -0.1527 0.5608 0.3750
N 2.2293 0.2078 0.9574
N 0.2355 1.9528 0.6677
N 0.8857 -0.3680 0.9104
H 2.8583 -0.3895 1.4991
H 2.6388 0.3162 0.0270
H 1.2157 2.0045 0.3865
H -0.2724 2.5868 0.0586
H -1.3898 0.7254 2.1726
H -1.7200 -0.7168 1.2237
H -2.3022 0.8551 0.6635
C 0.9462 -1.6749 0.2443
C -1.5034 -0.2658 -1.7449
C -0.2848 0.4234 -1.1792
O 0.5716 0.8763 -1.9533
H -2.2841 0.4753 -1.9315
H 1.4934 -2.3902 0.8688
H 1.4566 -1.6244 -0.7261
H -0.0490 -2.1023 0.0869
H -1.8781 -1.0365 -1.0690
H -1.2342 -0.7606 -2.6825
```

Summary:
- SMILES = CC(=O)[C@](C)(N)N(C)N
- charge = 0
- orbital gap (eV) = 9.4808

***

Which one sits at the bottom of the stability order? entry A does.